[1]
Below is a molecular structure, C10H18B2F4N4O4RuTe, with properties calculated with wB97M-V/def2-TZVPD.

Calculated values
2S+1 = 6
LUMO (spin up / spin down) = -11.86 / -13.95 eV
⟨S²⟩ = 8.83
Kohn-Sham gap (spin up / spin down) = 7.82 / 5.99 eV
Charge = +3

XYZ file:
```
44
Properties=species:S:1:pos:R:3:forces:R:3
Ru -0.20455 -0.30169 0.14598 0.325 -0.355 0.618
C -0.93404 0.92592 -3.93122 0.056 -0.074 -0.034
C -0.93078 0.71210 -2.47568 0.116 -0.177 -0.092
N -0.31212 -0.33006 -1.88555 0.375 0.020 -0.653
O 0.39485 -1.12987 -2.60435 -0.584 0.380 0.175
B 1.08339 -2.34204 -1.78159 0.714 0.215 0.424
F 1.63805 -3.11581 -2.67651 -0.122 -0.149 -0.053
F 0.06023 -2.81370 -0.96498 -0.128 0.000 -0.006
O 2.15492 -1.70128 -0.91205 -0.391 0.064 0.077
N 1.67089 -0.99673 0.11486 -0.176 -0.033 -0.174
C 2.46390 -0.52579 1.03742 0.183 -0.236 -0.247
C 3.91026 -0.80325 1.08902 0.011 -0.074 0.014
C 1.78747 0.38383 2.00610 -0.548 0.336 0.282
N 0.49537 0.54575 1.79185 0.169 0.152 -0.203
O -0.16288 1.50325 2.44811 -0.229 -0.380 -0.251
B -1.67177 1.53774 2.15187 0.908 0.074 0.299
F -2.14218 0.23240 2.06367 -0.069 -0.060 -0.074
F -2.24795 2.41014 2.93437 -0.207 -0.034 0.052
O -1.81807 2.10393 0.65258 0.030 -0.331 -0.499
N -1.39214 1.30498 -0.26264 -0.245 0.544 0.177
C -1.54303 1.63758 -1.55165 -0.058 0.115 0.025
C -2.21718 2.87085 -1.99450 -0.058 0.026 0.101
C 2.47594 1.11857 3.07798 0.126 -0.027 -0.052
H -0.42595 0.12633 -4.46886 -0.058 0.102 0.070
H -0.45365 1.88622 -4.15460 -0.026 -0.032 -0.052
H -1.97011 1.00607 -4.27795 0.021 0.021 -0.044
H 4.20839 -1.51733 0.32307 -0.039 0.082 0.074
H 4.17182 -1.18635 2.08067 0.043 0.030 -0.027
H 4.46116 0.13380 0.94829 0.036 -0.025 0.021
H -2.65636 3.41868 -1.16189 0.048 -0.062 -0.098
H -2.99188 2.61829 -2.72459 -0.004 0.051 -0.013
H -1.49222 3.51237 -2.50874 -0.039 0.023 -0.010
H 3.53713 0.89022 3.11857 -0.039 0.031 0.029
H 2.00637 0.88296 4.04018 0.004 0.050 -0.023
H 2.32768 2.19549 2.92354 0.004 -0.052 0.054
C -1.85661 -4.84212 1.09297 0.048 -0.061 -0.065
Te -2.14661 -2.75682 1.22139 -0.124 -0.185 0.106
C -3.99924 -2.66456 2.22546 -0.049 0.061 0.064
H -2.70389 -5.24184 0.52929 0.093 -0.002 0.052
H -1.84898 -5.23293 2.11436 0.008 0.036 -0.116
H -0.90948 -5.01293 0.57745 -0.168 -0.001 0.090
H -3.86170 -3.17362 3.18333 -0.047 0.054 -0.078
H -4.73157 -3.19067 1.60670 0.073 0.067 0.072
H -4.25078 -1.61082 2.35960 0.018 -0.184 -0.010
```
Positions in Å, forces in eV/Å.



[2]
Below is a molecular structure, C10H18BiCl2N2S in a non-equilibrium geometry, with properties calculated with wB97M-V/def2-TZVPD.

Calculated values
LUMO (spin up / spin down) = 2.96 / 2.96 eV
Kohn-Sham gap (spin up / spin down) = 6.45 / 6.45 eV
Charge = -1

XYZ file:
```
34
Properties=species:S:1:pos:R:3:forces:R:3
Bi 1.88707 -0.81177 -0.76114 1.183 -0.369 0.505
Cl -0.10696 -2.45749 -0.67554 -0.201 -1.285 -0.851
Cl 2.00795 1.25448 0.83850 0.552 0.585 0.803
C 3.60161 -2.00804 -0.64935 -0.277 0.345 -0.045
H 4.47444 -1.73612 -0.05098 -0.097 -0.259 -0.286
H 3.56580 -2.96133 -1.19242 0.140 0.127 0.604
C -1.29904 1.36966 -1.72040 -2.340 -0.179 2.072
C -0.08450 1.06622 -2.05046 2.333 0.423 -1.433
H -1.51270 2.14380 -0.96806 0.363 -0.115 -0.459
C 0.27088 0.03874 -3.09332 -0.714 -1.286 -0.528
H 0.71882 1.73073 -1.73821 -0.092 -0.182 0.191
C -0.93545 -0.24180 -3.99888 0.524 0.539 -0.067
H 1.17940 0.30678 -3.65270 -0.312 0.140 0.078
H 0.44414 -0.99330 -2.72075 0.014 0.781 0.140
C -2.17322 -0.49951 -3.15559 -0.067 -0.354 0.475
H -1.01432 0.61462 -4.67307 -0.522 -0.019 -0.163
H -0.72980 -1.13801 -4.58913 -0.030 0.113 -0.170
C -2.49330 0.53817 -2.07662 -0.415 0.368 -0.740
H -3.02186 -0.66054 -3.80488 -0.413 0.009 -0.205
H -2.04031 -1.42128 -2.59621 0.322 -0.373 -0.222
H -3.23754 1.23555 -2.46215 -0.296 0.166 -0.068
H -2.99737 0.04017 -1.21980 0.663 0.373 -0.219
S -1.16083 -0.73591 1.57414 -0.008 0.051 1.291
C -0.42080 -0.29022 3.00325 0.025 0.442 -0.824
N 0.82824 -0.61939 3.43231 -0.267 -0.312 -0.226
C 1.33600 0.31500 4.42072 0.268 -0.308 0.127
C 0.13811 1.23630 4.68478 -0.160 0.210 -0.018
N -0.90811 0.62669 3.88344 -0.486 0.233 0.304
H 1.44101 -1.18577 2.85521 -0.319 0.420 0.005
H 2.20387 0.85823 4.03830 -0.103 -0.009 -0.030
H 1.62161 -0.21472 5.33174 0.107 0.011 0.034
H 0.34614 2.26076 4.35179 -0.035 -0.114 0.076
H -0.13636 1.25010 5.74122 0.051 0.083 0.011
H -1.79260 1.08919 3.69426 0.608 -0.257 -0.162
```
Positions in Å, forces in eV/Å.



[3]
Below is 6 unconnected molecules or ions with the total composition C10H18Br8Cl6 in a non-equilibrium geometry, with properties calculated with wB97M-V/def2-TZVPD.

Calculated values
Structure (SMILES) = ClC(Cl)Cl.ClC(Cl)Cl.BrCCBr.BrCCBr.BrCCBr.BrCCBr
LUMO = 0.26 eV
Kohn-Sham gap = 10.33 eV

XYZ file:
```
42
Properties=species:S:1:pos:R:3:forces:R:3
Cl -0.99605 5.48679 -0.24809 -0.391 1.268 -0.238
C -0.38123 3.96127 0.16662 -0.348 -1.949 0.419
Cl -0.89406 3.50006 1.87430 0.656 0.261 -1.281
Cl 1.31903 3.77215 -0.17053 0.951 0.302 0.545
H -0.73727 3.21196 -0.54039 -0.819 0.107 0.613
Cl -1.73065 -0.85799 2.42454 1.203 0.077 -0.615
C -0.45348 -0.72308 1.16261 -0.129 0.960 -0.379
Cl 1.15743 -0.24324 1.77719 -0.800 0.211 0.149
Cl -1.05699 0.45329 -0.13340 0.698 -1.130 1.471
H -0.22110 -1.65234 0.64243 -0.709 0.047 0.229
Br -2.49734 -3.25044 0.09750 -0.445 -0.277 0.109
C -2.75192 -4.97667 0.94593 -0.320 -1.556 -0.937
C -4.11060 -5.70532 0.63950 1.108 1.748 0.616
Br -5.57151 -4.72224 1.55356 0.444 -0.688 -0.433
H -2.45145 -4.98173 1.99369 -0.427 0.437 -0.068
H -2.02017 -5.58903 0.41902 0.153 -0.037 0.101
H -4.01785 -6.73047 0.99807 -0.368 0.175 0.152
H -4.28473 -5.68335 -0.43628 -0.225 0.016 0.225
Br 2.14176 -2.82394 -0.76238 0.777 0.590 -0.278
C 3.71187 -1.79366 -1.47860 -0.221 0.145 -0.626
C 3.73131 -0.29767 -1.07533 -0.526 -1.303 0.937
Br 2.14933 0.48510 -1.89374 0.412 0.375 0.061
H 3.59605 -1.83414 -2.56168 -0.163 -0.151 0.100
H 4.55663 -2.44236 -1.24695 0.104 0.545 0.472
H 4.63490 0.27470 -1.28512 -0.115 -0.306 -0.682
H 3.61593 -0.21095 0.00508 -0.268 0.041 -0.039
Br 5.81139 2.56550 0.90287 -0.698 0.542 0.699
C 4.50156 3.40412 2.17435 -0.389 -0.099 0.151
C 3.97503 2.29059 3.10238 0.559 -0.114 -1.851
Br 2.70701 2.81853 4.40360 -0.182 0.627 0.744
H 3.69124 3.82251 1.57733 0.121 -0.243 -0.135
H 4.96588 4.25277 2.67665 0.374 -0.396 0.045
H 4.82264 1.73884 3.50887 -0.369 0.018 0.308
H 3.35006 1.66071 2.46932 0.503 -0.356 -0.009
Br -1.56407 0.63244 -3.18486 -0.335 0.239 -0.895
C -3.22195 1.35853 -2.42435 -0.360 -0.349 0.435
C -4.35161 1.38798 -3.45141 0.027 0.239 -0.236
Br -6.15066 2.15612 -2.91401 1.350 -0.461 0.101
H -2.91269 2.31135 -1.99471 -0.438 -0.060 -0.097
H -3.41708 0.60960 -1.65680 -0.235 0.460 0.165
H -4.57146 0.36251 -3.74835 -0.060 0.256 -0.112
H -4.07301 2.00129 -4.30834 -0.100 -0.212 0.065
```
Positions in Å, forces in eV/Å.



[4]
Below is a molecular structure, C10H18CaF6N7O5S2SbSe4 in a non-equilibrium geometry, with properties calculated with wB97M-V/def2-TZVPD.

Calculated values
LUMO = 3.70 eV
Kohn-Sham gap = 4.87 eV
Charge = -2

XYZ file:
```
54
Properties=species:S:1:pos:R:3:forces:R:3
Ca 1.61587 0.59997 -0.64969 -1.421 1.023 -5.948
Se 3.74405 4.16848 -4.12667 0.086 0.067 0.080
Sb 1.80139 2.86562 -3.49237 0.340 -0.270 0.344
Se 2.35118 0.41911 -3.17898 0.566 -0.157 -1.434
Se 1.20057 3.14715 -1.03308 -0.173 1.915 -0.139
Se -0.06039 3.14974 -5.03087 -0.115 -0.059 -0.016
C -1.59704 -0.26594 -2.15648 -0.175 0.129 -0.013
N -1.43305 0.93784 -1.32640 -0.042 -0.645 0.139
C -1.99217 2.08170 -2.05885 -0.190 -0.108 0.091
N -3.42926 1.87020 -2.35737 0.094 -0.093 0.066
C -3.54621 0.64984 -3.16093 0.071 0.046 0.091
N -3.01817 -0.53528 -2.46624 0.109 0.103 0.025
C -3.73344 -0.67895 -1.19958 0.085 0.101 -0.008
N -3.63134 0.50772 -0.34077 0.114 0.050 -0.049
C -2.19504 0.75618 -0.09230 -0.114 -0.043 -0.087
C -4.14394 1.65556 -1.10318 0.115 -0.026 -0.061
H -1.17480 -1.12722 -1.63614 -0.029 0.011 0.018
H -1.04807 -0.11805 -3.08518 0.064 -0.002 -0.058
H -1.44679 2.22029 -2.98974 0.013 0.029 -0.060
H -1.86549 2.97937 -1.45696 -0.021 0.054 0.039
H -2.99115 0.79162 -4.08871 0.022 -0.001 -0.010
H -4.60152 0.47690 -3.39348 -0.032 -0.003 -0.004
H -3.32044 -1.53435 -0.65880 0.003 -0.022 0.015
H -4.78961 -0.87147 -1.40609 -0.057 0.004 -0.016
H -1.79109 -0.08583 0.47380 -0.003 -0.004 -0.034
H -2.09993 1.66129 0.50936 0.029 0.029 0.054
H -4.05000 2.55183 -0.48704 0.005 0.025 0.029
H -5.20314 1.48534 -1.31793 -0.043 -0.010 -0.016
C 4.17997 -2.72109 0.55738 -0.098 0.090 -0.070
N 3.25500 -1.98028 -0.27633 -0.150 -0.039 0.125
C 1.92755 -2.25080 -0.38897 0.113 -0.186 -0.745
N 1.45725 -3.37835 0.25090 0.010 0.156 0.242
O 1.19316 -1.55215 -1.09994 0.117 -1.418 0.464
H 5.15797 -2.25467 0.47918 0.017 0.011 -0.004
H 4.26238 -3.76034 0.23401 -0.014 -0.024 -0.024
H 3.88379 -2.69823 1.60778 -0.015 0.041 0.077
H 3.60122 -1.18557 -0.81098 -0.122 -0.379 -0.085
H 1.82838 -3.54924 1.17871 0.002 0.013 -0.124
H 0.44642 -3.36788 0.26664 0.051 0.020 0.001
F 1.23251 1.97971 3.85594 -0.082 0.006 0.020
C 1.31736 2.09060 2.52853 0.142 -0.638 -0.023
F 0.15059 2.46334 2.05344 -0.103 0.199 -0.019
F 2.26668 2.95277 2.25000 0.059 0.286 -0.124
S 1.78579 0.39135 1.79563 -0.225 -0.295 4.000
O 0.60747 -0.11598 1.09352 0.086 0.221 1.802
O 2.95407 0.64327 0.97279 0.700 -0.062 2.004
N 2.14771 -0.46155 3.06611 -0.532 -0.465 -0.289
S 0.93456 -1.30996 3.73709 0.172 0.271 -0.540
O -0.26654 -0.55719 3.96812 0.283 -0.200 -0.011
O 0.82554 -2.64437 3.20477 0.118 0.202 0.027
C 1.69209 -1.56430 5.38471 0.172 0.181 -0.203
F 1.73892 -0.43186 6.07324 0.004 0.162 0.162
F 2.92455 -2.05354 5.28598 0.212 -0.114 0.003
F 0.94460 -2.44233 6.04243 -0.218 -0.186 0.296
```
Positions in Å, forces in eV/Å.